Molecular formula: C29H35Br2N4O4W
Method: DFT, ωB97M-V/def2-TZVPD

Geometry as XYZ:
```
75
Properties=species:S:1:pos:R:3:forces:R:3
W 0.06818 0.67337 0.27951 -0.1 0.0 0.6
Br 1.66686 4.32979 -0.14249 -0.1 -0.1 0.0
Br -8.56457 1.65234 -1.28614 0.0 0.0 0.0
O -1.81230 0.83127 -0.80839 0.1 0.3 0.0
O 1.00812 0.70983 1.97272 -0.2 0.6 0.2
O -1.85183 2.97215 -1.46625 0.0 -0.2 0.1
O -2.52208 0.43973 2.15576 -0.1 0.0 0.1
N -0.17807 -1.19837 -0.96878 0.1 -0.1 0.1
N 0.55318 1.45661 -1.91293 0.2 -0.1 0.0
N -0.30906 2.76799 1.02236 0.0 0.0 -0.2
N 4.22357 -0.47071 -0.71872 0.0 0.0 0.0
C 2.87618 -4.89722 0.08249 0.0 0.0 0.0
C -1.60122 1.02318 1.65252 0.1 -0.3 -0.1
C 1.70774 -1.51743 3.80392 0.0 0.0 0.0
C -0.45305 -1.94466 2.68090 -0.1 0.0 0.0
C -2.43360 1.93448 -1.15640 0.1 -0.1 -0.2
C -6.02851 2.79015 -1.86011 -0.1 0.0 0.0
C -6.67880 1.73001 -1.24411 0.1 0.0 0.0
C -1.39756 2.51990 1.77476 0.0 0.1 0.0
C -4.64683 2.84215 -1.82457 0.0 0.0 0.0
C 3.65967 -4.01589 0.81746 0.0 0.0 0.0
C -5.97127 0.72850 -0.59514 -0.1 0.0 0.0
C -3.92196 1.83817 -1.19225 0.0 0.0 0.1
C -4.58758 0.78485 -0.57480 0.0 0.0 0.0
C -2.10608 3.51832 2.41060 -0.1 -0.2 0.0
C 0.72429 -0.59036 -3.22225 0.1 0.0 0.0
C 2.81406 0.62770 -2.48265 0.0 0.0 -0.1
C 2.21481 -1.61527 -1.48816 0.0 0.0 0.0
C 0.11479 4.00804 0.89896 0.0 0.1 0.1
C 0.79044 -1.55366 -2.03728 -0.1 0.0 0.0
C 1.67021 -2.92556 1.70056 0.0 0.1 0.0
C 2.82397 -0.24062 -1.25048 -0.1 0.0 0.1
C 3.06309 -3.04805 1.61513 0.0 0.0 0.0
C 1.03796 -1.74825 2.43861 0.1 0.0 0.0
C 0.90452 -3.84669 0.98893 0.0 0.0 0.0
C -1.65092 4.81843 2.26768 0.1 0.1 0.0
C 1.49635 -4.81681 0.18600 0.0 0.0 0.0
C 1.35915 0.76974 -2.93494 -0.1 0.0 -0.2
C -0.51935 5.08004 1.50759 0.0 -0.1 0.0
C 1.35737 -0.53216 1.54277 -0.2 -0.2 -0.6
H 4.15941 -1.09756 0.09484 0.0 0.0 0.0
H -0.39448 1.53300 -2.27024 -0.1 0.1 0.1
H 1.23037 -0.66953 4.29393 0.0 0.0 0.0
H -0.23012 -1.97887 -0.32089 0.0 0.0 0.0
H -0.63356 -2.87773 3.21895 0.0 0.0 0.0
H 1.60206 -2.39440 4.44541 0.0 0.0 0.0
H 2.24168 -2.20970 -0.57516 0.0 0.0 0.0
H -4.11375 3.66348 -2.28488 0.0 0.0 0.0
H -0.84096 -1.12747 3.28550 0.0 0.0 0.0
H -1.11024 -1.07919 -1.36535 0.0 0.0 0.0
H -2.98400 3.26539 2.98865 0.0 0.0 0.0
H 1.35721 1.36031 -3.85539 0.0 0.0 0.0
H -0.17571 -3.82511 1.07181 0.0 0.0 0.0
H -0.13928 6.08225 1.38159 0.0 0.0 0.0
H 2.76871 -1.28164 3.71758 0.0 0.0 0.0
H -6.49912 -0.08027 -0.10997 0.0 0.0 0.0
H 3.23843 1.61403 -2.27580 0.0 0.0 0.0
H -6.60062 3.56176 -2.35566 0.0 0.0 0.0
H 0.54414 -2.55515 -2.40122 0.0 0.0 0.0
H 3.38807 0.17284 -3.29632 0.0 0.0 0.0
H 4.73976 -4.10593 0.79590 0.0 0.0 0.0
H 1.24546 -1.05283 -4.06446 0.0 0.0 0.0
H 4.65924 0.40338 -0.42027 0.0 0.0 0.0
H 3.33705 -5.65963 -0.53153 0.0 0.0 0.0
H -1.05072 -1.94077 1.76702 0.0 0.0 0.0
H 3.69376 -2.39517 2.20618 0.0 0.0 0.0
H 0.85180 2.42316 -1.81895 0.1 0.1 0.1
H 4.82176 -0.91609 -1.41735 0.0 0.0 0.0
H 2.34404 0.31483 -0.43623 0.1 -0.2 -0.1
H 0.87199 -5.52196 -0.34808 0.0 0.0 0.0
H 2.82912 -2.13110 -2.23707 0.0 0.0 0.0
H 2.44614 -0.58853 1.33792 0.0 0.1 -0.1
H -0.31236 -0.45292 -3.53983 0.0 0.0 0.0
H -2.16935 5.63820 2.74733 0.0 0.0 0.0
H -4.01581 0.02387 -0.06032 0.0 0.0 0.0
```
Positions in Å, forces in eV/Å.

Calculated values
Charge ... +1
Energy relative to the best compared isomer or geometry (same formula, charge and spin) ... 0.0000 eV
Highest occupied orbital energy ... -9.100 eV
Spin multiplicity ... 1

=====

Molecular formula: C4H6F2
Method: DFT, ωB97M-V/def2-TZVPD

Geometry as XYZ:
```
12
Properties=species:S:1:pos:R:3:forces:R:3
F 0.99431 1.47115 -1.38141 -0.3 -0.2 0.6
F 1.86181 -0.77889 0.99953 -0.4 -0.3 -0.3
C -0.58106 -0.88517 0.40268 0.4 0.4 1.4
C 0.88429 -0.60357 0.02278 0.4 0.8 -0.7
C 0.50772 0.90560 -0.19507 0.7 0.1 0.3
C -0.96929 0.48199 -0.21510 -0.8 0.5 0.1
H -1.38981 0.41316 -1.21666 0.4 -0.1 -0.2
H -0.99760 -1.80717 -0.03251 0.0 0.4 0.6
H -0.65811 -0.77663 1.53434 -0.1 -0.7 -1.4
H 0.83506 1.60364 0.66260 -0.6 -1.3 -1.2
H 1.20984 -1.13656 -0.91956 -0.3 0.8 1.0
H -1.69717 1.11245 0.33839 0.6 -0.4 -0.1
```
Positions in Å, forces in eV/Å.

Calculated values
SMILES ... F[C@H]1CC[C@@H]1F
Charge ... 0
Energy relative to the best compared isomer or geometry (same formula, charge and spin) ... 0.4887 eV
Highest occupied orbital energy ... -11.101 eV
Spin multiplicity ... 1

=====

Molecular formula: C24H45N6O4PS3Ti
Method: DFT, ωB97M-V/def2-TZVPD

Geometry as XYZ:
```
84
Properties=species:S:1:pos:R:3:forces:R:3
Ti -0.40103 0.03943 -0.02874 1.6 -2.3 -0.3
S 2.64223 -0.14267 -1.02720 -0.8 -0.2 -0.1
S 1.97035 -1.79856 1.40956 -0.3 0.3 -0.6
S 4.88968 -0.76714 0.98947 -0.1 0.0 0.0
P -1.96195 -2.23160 -1.07069 0.1 0.5 0.3
O 0.50121 1.86201 0.05012 0.0 1.2 0.4
O -1.47036 -1.72871 0.27859 -0.6 0.0 -0.8
O -2.19943 1.10821 0.24621 -0.5 0.4 0.5
O -0.42801 0.28129 2.04679 -0.3 0.7 0.3
N -1.01598 -3.44155 -1.56290 0.1 -0.6 0.2
N -3.83310 1.58551 1.72029 -0.3 -0.1 0.3
N 1.84952 3.08145 1.36554 0.5 -0.1 0.3
N -1.99510 -0.98507 -2.18869 0.3 -0.1 -0.4
N -3.52001 -2.74541 -1.05952 -0.4 0.0 0.3
N 5.17990 -0.20076 -1.51090 0.2 0.1 0.0
C -3.78508 -3.93036 -0.19890 0.0 0.1 -0.2
C 0.99958 2.08166 1.17470 -0.4 0.1 -0.2
C 2.36278 3.83366 0.21867 -0.1 -0.1 0.1
C -4.59655 -1.73585 -0.84190 0.1 -0.2 0.0
C 1.40706 -0.84009 0.00962 0.3 0.3 0.8
C 4.21178 -0.39404 -0.56963 0.6 0.0 0.2
C -0.59569 -5.59762 -2.45669 0.0 0.0 0.0
C -1.34208 -4.28694 -2.73393 0.2 0.1 0.1
C -0.68036 -0.35776 -2.53793 -0.6 -0.1 0.0
C 0.61610 1.21822 2.37556 -0.1 -0.1 0.0
C -0.86954 0.17862 -3.95175 0.0 0.0 -0.1
C -0.09633 -4.15147 -0.62407 -0.1 0.1 -0.2
C -2.81040 -1.08960 -3.43964 0.1 0.1 0.2
C -5.29366 -3.88954 -0.03116 0.0 0.0 -0.1
C -4.45553 1.43688 3.03648 0.0 0.1 -0.2
C -1.75645 0.50747 2.52229 0.2 0.1 -0.1
C 6.59586 -0.64451 0.32003 0.0 0.0 0.0
C -2.64244 1.09394 1.41102 0.4 0.1 0.0
C 2.64762 3.16785 2.59689 -0.1 0.0 -0.2
C -1.81671 -0.84516 -4.56445 0.0 0.0 -0.1
C -5.55908 -2.39687 0.15063 0.0 0.0 0.0
C 6.50420 0.12302 -0.98519 -0.1 -0.1 -0.1
C 0.55434 -5.16701 -1.54647 0.0 0.0 0.0
C -4.69529 2.14936 0.68420 0.0 -0.1 0.1
H 1.00343 -5.99229 -0.99662 0.0 0.0 0.0
H 1.68621 3.72718 -0.61968 0.0 0.0 0.0
H 7.26639 -0.20387 -1.69009 0.0 0.0 0.0
H -5.30476 0.75654 2.96687 0.0 0.0 0.0
H -5.63862 -4.50041 0.80114 0.0 0.0 0.0
H -4.13978 2.25219 -0.24029 0.0 0.0 0.0
H -5.77646 -4.24407 -0.94445 0.0 0.0 0.0
H 3.34502 3.45131 -0.06195 0.0 0.0 0.0
H -1.73602 1.15015 3.40049 0.0 0.0 0.0
H -0.97673 -3.81456 -3.64916 0.0 0.0 0.0
H 0.08166 0.26878 -4.47261 0.0 0.0 0.0
H 0.59183 -3.45129 -0.15326 0.0 0.0 0.0
H -3.29133 -3.82644 0.77277 0.0 0.0 0.0
H 4.88028 0.22736 -2.37460 0.1 -0.1 -0.1
H -5.55387 1.49567 0.52439 0.0 0.0 0.0
H -2.29893 -0.49140 -5.47472 0.0 0.0 0.0
H -1.27453 -1.76485 -4.79656 0.0 0.0 0.0
H 3.13311 4.13961 2.62183 0.0 0.0 0.0
H -0.26943 -6.07614 -3.37847 0.0 0.0 0.0
H -3.31074 -2.05427 -3.49899 0.0 0.0 0.0
H -3.57669 -0.31112 -3.43312 0.0 0.0 0.0
H -6.59484 -2.12103 -0.04421 0.0 0.0 0.0
H -2.42017 -4.42660 -2.83729 0.0 0.0 0.0
H -3.76247 1.04230 3.76811 0.0 0.0 0.0
H 1.47334 0.59295 2.65250 0.0 -0.1 0.0
H -5.09018 -1.51750 -1.78987 0.0 0.0 0.0
H -3.41902 -4.83938 -0.67483 0.0 0.0 0.0
H -4.18384 -0.79779 -0.46281 0.0 0.0 0.0
H 0.12280 -1.09119 -2.48486 0.1 0.0 0.0
H 7.21595 -0.13656 1.05437 0.0 0.0 0.0
H -5.31485 -2.09988 1.17424 0.0 0.0 0.0
H -0.66693 -4.65693 0.16264 0.0 0.0 0.0
H 1.33581 -4.67818 -2.13373 0.0 0.0 0.0
H -1.24727 -6.29672 -1.92729 0.0 0.0 0.0
H 6.60869 1.20144 -0.83349 0.0 0.0 0.1
H -4.81340 2.40456 3.38504 0.0 0.0 0.0
H -2.14548 -0.47129 2.80385 0.0 0.0 0.0
H 2.44687 4.88147 0.49857 0.0 0.0 0.0
H 2.02143 3.08898 3.48153 0.0 0.0 0.0
H 0.30660 1.84069 3.21552 0.0 0.0 0.1
H -5.05151 3.12456 1.01283 0.0 0.0 0.0
H 3.40892 2.38671 2.61723 0.0 0.0 0.0
H -1.34571 1.16113 -3.93019 0.0 0.0 0.0
H 6.97892 -1.65140 0.16533 0.0 0.0 0.0
H -0.41615 0.52494 -1.90233 -0.1 -0.1 -0.5
```
Positions in Å, forces in eV/Å.

Calculated values
Charge ... +1
Energy relative to the best compared isomer or geometry (same formula, charge and spin) ... 3.5599 eV
Highest occupied orbital energy (alpha / beta) ... -6.767 / -6.820 eV
Spin multiplicity ... 2

=====

Molecular formula: C4H11N3
Method: DFT, ωB97M-V/def2-TZVPD

Geometry as XYZ:
```
18
Properties=species:S:1:pos:R:3:forces:R:3
N -1.73998 0.29587 -0.26210 -1.6 -1.8 0.0
N 4.11920 -0.28985 -0.22644 1.7 -0.2 0.7
N -1.40484 -1.90203 0.64087 0.2 0.6 0.2
C -2.19524 0.36770 -1.45587 -1.7 1.5 0.3
C -2.06478 1.24302 0.80545 1.2 -0.2 0.2
C -0.94499 -0.71177 0.34202 1.8 -1.5 -0.7
C 2.86775 -0.06091 -0.27488 1.5 0.0 0.5
H 4.85062 -0.01534 0.52033 -2.1 0.0 -1.0
H -1.95496 -0.39507 -2.17589 0.0 -0.1 -0.2
H -2.32648 -2.31767 0.73299 -0.8 0.7 -0.7
H 4.59103 -0.85398 -0.91273 0.0 -0.3 -0.7
H -1.31619 2.07104 0.65715 -1.0 -0.7 1.1
H -0.76449 -2.61154 1.00934 0.3 0.8 0.0
H -2.97489 1.20818 -1.65106 1.9 -1.4 0.0
H -3.07963 1.51566 0.68539 -0.9 0.7 -0.2
H 2.21591 -0.41335 -1.05384 0.1 -0.2 -0.3
H 2.52754 0.50710 0.53718 -1.0 0.8 0.9
H -2.02476 0.57436 1.69642 0.4 1.4 0.0
```
Positions in Å, forces in eV/Å.

Calculated values
Charge ... +2
Energy relative to the best compared isomer or geometry (same formula, charge and spin) ... 2.7782 eV
Highest occupied orbital energy ... -16.821 eV
Spin multiplicity ... 1

=====

Molecular formula: C19H26N7PmS
Method: DFT, ωB97M-V/def2-TZVPD

Geometry as XYZ:
```
54
Properties=species:S:1:pos:R:3:forces:R:3
Pm 0.70524 -1.01309 0.51856 -5.5 -1.9 -3.2
S -1.37636 1.59951 0.85676 -7.3 5.0 -5.7
N 2.65014 -1.84639 0.91686 5.3 2.7 -1.9
N 1.90344 -3.83129 -1.44144 2.5 -7.4 4.6
N -0.77686 0.61641 -0.34494 -2.2 0.3 -2.9
N 0.37004 -1.08819 -1.80304 -0.8 0.3 -3.4
N 0.76344 1.03571 1.20206 4.9 3.0 -0.9
N -1.96786 1.69691 -2.13684 1.4 -1.5 0.7
N 0.26284 -1.52019 2.59676 -3.0 -2.2 4.0
C -2.45056 2.73581 0.01096 -0.6 0.1 -1.2
C -0.62026 -0.31049 -3.86274 0.3 -0.3 0.4
C -1.10896 0.76191 -1.59064 -1.0 0.5 -0.9
C 1.02014 -2.03079 -2.51444 -2.4 5.4 -2.8
C 0.25084 -0.27109 3.35256 0.8 0.5 0.3
C -4.15716 4.55711 -1.25254 0.2 -0.2 0.1
C 0.04124 1.00921 2.45346 1.8 -0.7 4.1
C 0.06644 -1.29679 -4.56964 0.1 -0.2 0.0
C 1.24104 -2.56389 2.91806 0.4 0.1 0.2
C 1.51374 -2.91479 -0.80404 -0.1 -5.1 2.7
C -0.43816 -0.24449 -2.48594 -0.3 0.2 0.0
C -3.48826 3.58421 -1.99824 0.2 -0.1 0.2
C -3.97496 4.62221 0.12526 0.1 -0.1 -0.1
C 0.90204 -2.17369 -3.88634 -0.2 0.1 -0.1
C 2.22894 0.75021 1.24866 1.2 1.6 0.2
C -2.63006 2.66631 -1.37404 -1.0 1.4 0.7
C 2.94064 -0.59789 1.66346 1.9 0.0 0.9
C -3.12406 3.71401 0.75526 0.2 -0.3 -0.3
C 2.15344 -2.95589 1.68746 0.6 -1.7 0.9
H 2.68544 1.54751 1.85056 0.3 -0.5 0.0
H -0.04876 -1.38169 -5.64694 0.0 0.0 0.2
H -4.49306 5.37741 0.71096 0.1 -0.2 -0.1
H -0.54586 -0.31199 4.10406 0.1 0.4 -0.2
H 0.70294 -3.46279 3.24146 0.4 0.0 -0.3
H 0.68444 1.80251 0.35466 0.1 -1.9 3.9
H -2.15016 1.71741 -3.12574 0.2 -0.2 0.0
H -0.91586 -2.07479 2.51586 3.9 2.1 -0.9
H 1.18354 -0.13609 3.91076 0.0 -0.2 0.1
H -2.98796 3.77251 1.83296 0.0 -0.1 -0.1
H 0.28794 1.89631 3.04786 -0.1 -0.1 0.2
H 2.23914 -4.62099 -1.99064 -0.2 0.5 0.4
H 1.65894 -2.68889 -1.93224 0.1 4.6 -6.8
H -1.08986 -2.01349 1.10696 -1.0 -0.7 -1.2
H 3.27464 -1.78579 -0.12224 -1.9 -1.3 4.6
H -1.02756 1.07401 2.21846 1.6 -1.9 3.5
H -1.26776 0.36711 -4.40004 0.0 0.0 0.1
H 4.01174 -0.41889 1.48916 -0.4 0.5 0.0
H -4.81966 5.26301 -1.74714 0.2 -0.2 0.0
H 2.90664 -0.71899 2.74756 -0.3 -0.3 -0.2
H 2.58064 0.93911 0.22456 -0.1 0.1 0.0
H 1.44894 -2.95069 -4.40904 0.0 0.1 0.0
H 1.56634 -3.59849 1.02156 0.0 -0.1 0.4
H -3.64526 3.55121 -3.07294 0.1 -0.1 0.1
H 2.99044 -3.55729 2.05936 -0.3 -0.1 0.1
H 1.87014 -2.27769 3.76906 -0.1 0.0 -0.2
```
Positions in Å, forces in eV/Å.

Calculated values
Charge ... +2
Highest occupied orbital energy (alpha / beta) ... -12.987 / -12.990 eV
Spin multiplicity ... 5

=====

Molecular formula: C3H12O5
Method: DFT, ωB97M-V/def2-TZVPD

Geometry as XYZ:
```
20
Properties=species:S:1:pos:R:3:forces:R:3
O -1.18164 1.08547 -3.01835 -1.7 -0.1 3.8
O -1.55703 -1.77670 -0.71655 1.9 -0.5 1.2
O 0.85823 -0.62286 0.07372 0.5 -0.3 2.3
O 1.79120 0.27449 -2.90585 7.1 -6.9 7.2
O 1.66140 1.37586 0.49788 1.7 2.7 -0.4
C 0.75603 -0.06111 2.28087 -0.3 1.5 1.5
C -0.67731 0.47463 2.41393 0.1 2.8 -2.2
C 1.30393 0.31807 0.89145 -3.6 -4.4 0.1
H 1.05467 -0.60070 -0.84383 0.6 1.1 -2.4
H -1.05982 0.60713 3.41762 -0.1 -1.3 0.3
H 1.27749 0.76107 -3.36385 -6.5 4.2 -5.5
H -0.65328 1.60249 2.22792 0.3 -1.1 -0.2
H 1.77555 -0.72538 -2.86662 -0.7 2.3 -1.4
H -2.22276 -1.64482 -0.03172 -0.1 -0.1 -0.1
H -1.42424 1.35873 -2.02702 1.0 -0.5 -3.2
H -0.74866 -2.09548 -0.19472 -2.0 0.5 -1.1
H -1.83091 0.34271 -3.06731 0.8 0.6 -0.5
H -1.35627 0.15744 1.58023 0.4 -0.4 1.3
H 1.35105 0.24282 3.10315 0.8 1.7 0.6
H 0.88237 -1.07384 2.54904 -0.1 -2.0 -1.3
```
Positions in Å, forces in eV/Å.

Calculated values
Charge ... +1
Energy relative to the best compared isomer or geometry (same formula, charge and spin) ... 2.5239 eV
Highest occupied orbital energy (alpha / beta) ... -14.497 / -14.488 eV
Spin multiplicity ... 2

=====

no.,electronic energy (eV),molar mass (g mol⁻¹)
1,-186697.22520,847.27
2,-9679.27295,92.09
3,-107654.59055,656.70
4,-8776.34332,101.15
5,-57913.92559,529.53
6,-13531.19523,128.12